1:
C2H7OS | ωB97M-V/def2-TZVPD

As for the HOMO energy: -1.306 eV. Its LUMO energy is 4.00 eV.

ORCA input file:
```
! RIJCOSX wB97M-V def2-TZVPD def2/J DEFGRID3
* xyz -1 1
O -1.243 1.568 1.515
H -1.181 0.780 2.085
C 0.639 -0.319 -1.563
C 0.027 -0.619 -0.205
S 0.755 -1.014 1.285
H 0.456 -1.168 -2.236
H 1.698 -0.104 -1.414
H 0.099 0.535 -1.992
H -1.024 1.104 0.678
H -1.038 -0.875 -0.231
H 0.812 0.111 2.078
*
```

---

2:
C2H7OS | ωB97M-V/def2-TZVPD

As for the HOMO energy: -1.853 eV. Its LUMO energy is 3.98 eV.

ORCA input file:
```
! RIJCOSX wB97M-V def2-TZVPD def2/J DEFGRID3
* xyz -1 1
O -1.817 0.823 2.277
H -1.216 0.271 1.498
C -0.287 -0.580 0.578
S 0.789 0.611 -0.142
C 1.082 0.069 -1.867
H -1.088 -0.926 -0.056
H 0.292 -1.096 1.325
H -1.213 0.922 3.015
H 1.291 -0.984 -1.895
H 1.957 0.595 -2.259
H 0.210 0.296 -2.475
*
```

---

3:
C2H7OS | ωB97M-V/def2-TZVPD

As for the HOMO energy: -1.595 eV. Its LUMO energy is 4.04 eV.

ORCA input file:
```
! RIJCOSX wB97M-V def2-TZVPD def2/J DEFGRID3
* xyz -1 1
O 1.805 -1.630 -0.601
H 1.657 -0.933 0.052
C -0.675 0.869 -1.287
S -0.807 -0.079 0.172
C 0.081 1.014 1.491
H -1.514 1.625 -1.350
H 0.032 0.578 -2.068
H 0.883 -1.681 -0.899
H -0.724 1.630 1.851
H 0.695 0.372 2.097
H 0.520 1.562 0.654
*
```

---

4:
C2H7OS | ωB97M-V/def2-TZVPD

As for the HOMO energy: -1.417 eV. Its LUMO energy is 4.05 eV.

ORCA input file:
```
! RIJCOSX wB97M-V def2-TZVPD def2/J DEFGRID3
* xyz -1 1
O -0.581 2.526 -2.005
H -0.855 1.616 -2.105
C -1.079 0.250 0.829
S -0.447 -0.961 -0.285
C 1.108 -1.686 0.559
H -1.757 -0.149 1.562
H -0.687 1.250 0.756
H 0.134 2.473 -1.355
H 1.614 -0.870 1.067
H 1.674 -2.001 -0.323
H 0.877 -2.448 1.301
*
```

---

Stability ranking, top and bottom: 2 is the most stable and 3 is the least stable.

---

1:
C2H3BrO | ωB97M-V/def2-TZVPD

As for the HOMO energy: -10.509 eV. Its LUMO energy is 0.73 eV.

ORCA input file:
```
! RIJCOSX wB97M-V def2-TZVPD def2/J DEFGRID3
* xyz 0 1
C -0.977 0.080 1.440
C -0.100 0.052 0.188
O -1.799 0.886 1.737
Br -0.539 -1.358 2.690
H 0.293 0.993 -0.182
H -0.878 -0.410 -0.406
H 0.640 -0.672 0.282
*
```

---

2:
C2H3BrO | ωB97M-V/def2-TZVPD

As for the HOMO energy: -9.899 eV. Its LUMO energy is 0.57 eV.

ORCA input file:
```
! RIJCOSX wB97M-V def2-TZVPD def2/J DEFGRID3
* xyz 0 1
C -0.480 0.713 0.152
C 0.374 -0.573 0.032
O -1.419 0.768 0.849
Br 0.118 -1.374 -1.649
H -0.059 1.637 -0.349
H 1.290 -0.018 0.052
H 0.175 -1.153 0.914
*
```

---

Stability ranking, top and bottom: 1 is the most stable and 2 is the least stable.

---

1:
C2H3BrO | ωB97M-V/def2-TZVPD

As for the HOMO energy: -10.115 eV. Its LUMO energy is 0.39 eV.

ORCA input file:
```
! RIJCOSX wB97M-V def2-TZVPD def2/J DEFGRID3
* xyz 0 1
C -0.771 0.338 0.328
C 0.657 -0.132 -0.077
O -0.893 0.622 1.494
Br 0.183 -1.706 -1.187
H -1.599 0.579 -0.391
H 1.037 0.505 -0.836
H 1.386 -0.205 0.668
*
```

---

2:
C2H3BrO | ωB97M-V/def2-TZVPD

As for the HOMO energy: -10.604 eV. Its LUMO energy is 0.40 eV.

ORCA input file:
```
! RIJCOSX wB97M-V def2-TZVPD def2/J DEFGRID3
* xyz 0 1
C 0.030 -0.109 -0.764
C -0.234 0.256 0.707
O -0.918 -0.114 -1.657
Br 1.813 -0.692 -1.081
H -1.273 0.432 0.586
H 0.529 0.951 1.080
H 0.052 -0.724 1.128
*
```

---

Stability ranking, top and bottom: 2 is the most stable and 1 is the least stable.

---

1:
C3H4O3 | ωB97M-V/def2-TZVPD

As for the HOMO energy: -9.893 eV. Its LUMO energy is -0.70 eV.

ORCA input file:
```
! RIJCOSX wB97M-V def2-TZVPD def2/J DEFGRID3
* xyz 0 1
O -1.052 -0.805 -0.448
C -1.067 -0.075 0.533
C 0.123 0.731 0.851
O 0.586 0.776 -0.766
C 0.661 -0.581 -1.099
O 1.295 -1.474 -0.583
H -2.029 0.040 1.024
H -0.085 1.569 1.568
H 1.033 0.210 1.101
H 0.533 -0.391 -2.181
*
```

---

2:
C3H4O3 | ωB97M-V/def2-TZVPD

As for the HOMO energy: -9.419 eV. Its LUMO energy is 0.31 eV.

ORCA input file:
```
! RIJCOSX wB97M-V def2-TZVPD def2/J DEFGRID3
* xyz 0 1
O -0.382 0.223 -2.041
C -0.348 1.113 0.280
C 0.137 -0.116 0.122
O 0.106 -0.755 -1.091
C 0.516 -0.947 1.310
O 0.940 -0.460 2.333
H -0.105 -0.214 -2.859
H -0.157 1.664 1.186
H -0.978 1.520 -0.494
H 0.271 -2.028 1.253
*
```

---

3:
C3H4O3 | ωB97M-V/def2-TZVPD

As for the HOMO energy: -10.684 eV. Its LUMO energy is 0.76 eV.

ORCA input file:
```
! RIJCOSX wB97M-V def2-TZVPD def2/J DEFGRID3
* xyz 0 1
O -1.265 -1.253 -1.554
C -0.669 -0.582 -0.763
C 0.635 -0.887 -0.050
O 0.845 0.200 0.820
C -0.131 1.181 0.561
O -1.080 0.636 -0.341
H 1.447 -0.990 -0.780
H 0.544 -1.821 0.514
H 0.318 2.070 0.102
H -0.644 1.445 1.491
*
```

---

Stability ranking, top and bottom: 3 is the most stable and 2 is the least stable.